[1]
{
  "formula": "C5H8O",
  "method": "the ωB97M-V functional and the def2-TZVPD basis",
  "smiles": "C=C(C)CC=O",
  "lumo_ev": 0.93,
  "e_homo_ev": -9.438,
  "species": ["C", "C", "C", "C", "C", "O", "H", "H", "H", "H", "H", "H", "H", "H"],
  "positions_angstrom": [[0.15, -0.90, 1.44], [-0.05, 0.08, 0.57], [-1.30, 0.91, 0.52], [0.95, 0.32, -0.54], [0.66, -0.63, -1.70], [0.34, -1.78, -1.55], [1.06, -1.49, 1.43], [-0.61, -1.17, 2.17], [-1.62, 1.09, -0.52], [-1.15, 1.90, 0.98], [-2.13, 0.42, 1.04], [0.94, 1.35, -0.91], [1.97, 0.11, -0.21], [0.79, -0.22, -2.72]],
  "lowdin_charge": [0.0477, -0.3855, -0.0630, -0.1385, -0.2505, 0.0580, 0.0695, 0.0655, 0.0802, 0.0828, 0.0780, 0.1127, 0.1251, 0.1181]
}



[2]
{
  "formula": "C4H10N2O",
  "method": "the ωB97M-V functional and the def2-TZVPD basis",
  "smiles": "NNC=O.C=CC",
  "lumo_ev": 0.93,
  "e_homo_ev": -9.285,
  "species": ["N", "N", "C", "O", "H", "H", "H", "H", "C", "C", "C", "H", "H", "H", "H", "H", "H"],
  "positions_angstrom": [[-1.59, 1.43, 0.44], [-1.81, 0.38, -0.48], [-2.02, -0.88, -0.07], [-1.95, -1.25, 1.08], [-1.95, 1.12, 1.34], [-0.58, 1.57, 0.55], [-1.96, 0.67, -1.43], [-2.27, -1.55, -0.91], [1.60, 0.89, 0.83], [1.40, -0.35, 0.43], [1.63, -0.84, -0.96], [1.44, 1.19, 1.85], [1.97, 1.65, 0.16], [1.03, -1.10, 1.12], [2.42, -1.59, -0.96], [0.73, -1.31, -1.35], [1.92, -0.03, -1.62]],
  "lowdin_charge": [0.0403, -0.0561, -0.4037, 0.0062, 0.0843, 0.0411, 0.1309, 0.1291, -0.0438, -0.2487, -0.1062, 0.0576, 0.0615, 0.0984, 0.0750, 0.0608, 0.0732]
}



[3]
{
  "formula": "C3H10P2",
  "method": "the ωB97M-V functional and the def2-TZVPD basis",
  "lumo_ev": [-1.01, -0.19],
  "e_homo_ev": [-7.662, -8.456],
  "species": ["C", "C", "C", "P", "P", "H", "H", "H", "H", "H", "H", "H", "H", "H", "H"],
  "positions_angstrom": [[-0.59, 0.29, -1.32], [-0.99, -0.08, 1.23], [-0.28, -0.50, -0.08], [0.83, -1.90, -0.08], [2.49, 1.08, 0.25], [0.24, 1.03, -1.68], [-1.51, 0.83, -1.19], [-0.74, -0.45, -2.09], [-0.43, -0.31, 2.21], [-1.10, 0.98, 1.17], [-1.91, -0.58, 1.21], [0.05, -3.25, -0.37], [1.14, -1.92, -1.47], [2.72, 0.00, 0.94], [2.80, 0.47, -0.89]],
  "lowdin_charge": [-0.1761, -0.1408, -0.6755, 0.7135, 0.6487, 0.0827, 0.0569, 0.0521, 0.0960, 0.0483, 0.0462, -0.0691, -0.1106, -0.3099, -0.2624]
}



[4]
{
  "formula": "C10H18N3",
  "method": "the ωB97M-V functional and the def2-TZVPD basis",
  "lumo_ev": [0.94, 0.77],
  "spin_multiplicity": 2,
  "e_homo_ev": [-3.925, -8.856],
  "species": ["C", "C", "C", "C", "C", "C", "C", "H", "H", "H", "H", "H", "H", "H", "H", "C", "C", "C", "N", "N", "N", "H", "H", "H", "H", "H", "H", "H", "H", "H", "H"],
  "positions_angstrom": [[0.18, 0.03, 2.68], [-1.51, 3.16, 0.16], [-0.41, 3.38, 0.99], [-1.99, 1.86, 0.16], [0.11, 2.38, 1.82], [-1.42, 0.81, 0.90], [-0.44, 1.10, 1.85], [-1.85, 3.94, -0.49], [0.06, 4.34, 1.15], [-2.94, 1.58, -0.29], [1.04, 2.57, 2.34], [-1.78, -0.18, 0.63], [-0.59, -0.66, 3.02], [0.83, 0.49, 3.43], [0.92, -0.70, 2.32], [1.93, -0.95, -1.34], [1.28, 0.27, -1.91], [0.00, -2.43, -1.07], [1.20, -2.21, -1.69], [-0.14, -2.18, 0.30], [-1.07, -2.90, -1.84], [2.97, -1.05, -1.64], [1.97, -0.82, -0.26], [0.31, 0.45, -1.43], [1.21, 0.32, -2.99], [1.33, -2.54, -2.62], [0.77, -2.27, 0.75], [-0.82, -2.71, 0.85], [-0.92, -3.25, -2.76], [-2.04, -2.99, -1.57], [1.80, 1.13, -1.46]],
  "lowdin_charge": [-0.0733, -0.0925, -0.0937, -0.1057, -0.0595, -0.0598, -0.2797, 0.0973, 0.0968, 0.1014, 0.1067, 0.0905, 0.0829, 0.0752, 0.0563, -0.2557, -0.1006, -0.5185, -0.0048, 0.0827, 0.0898, 0.1066, 0.0877, 0.0607, 0.0706, 0.1001, 0.0579, 0.0751, 0.0572, 0.0702, 0.0782]
}



[5]
{
  "formula": "C3H3N3O2",
  "method": "the ωB97M-V functional and the def2-TZVPD basis",
  "lumo_ev": [0.98, -2.01],
  "e_homo_ev": [-9.731, -7.925],
  "species": ["C", "C", "C", "N", "N", "N", "O", "O", "H", "H", "H"],
  "positions_angstrom": [[0.89, 0.43, 0.02], [0.31, 1.31, -0.84], [-1.20, -0.04, 0.03], [-0.04, -0.33, 0.60], [-1.05, 0.95, -0.87], [1.43, -2.19, 1.56], [-1.93, 1.49, -1.53], [1.11, -3.13, 2.10], [1.89, 0.17, 0.42], [0.84, 1.83, -1.53], [-2.26, -0.49, 0.04]],
  "lowdin_charge": [-0.1487, -0.0042, -0.1007, 0.0266, -0.2454, 0.0211, 0.0995, -0.0066, 0.1103, 0.0811, 0.1670]
}



[6]
{
  "formula": "BeH6O7S",
  "method": "the ωB97M-V functional and the def2-TZVPD basis",
  "lumo_ev": -1.70,
  "e_homo_ev": -6.565,
  "species": ["Be", "S", "O", "O", "O", "O", "O", "H", "H", "O", "H", "H", "O", "H", "H"],
  "positions_angstrom": [[0.16, 0.24, 0.48], [-0.57, -1.12, -2.01], [-0.03, -0.27, -3.13], [-2.00, -1.27, -2.04], [-0.06, -2.50, -2.03], [-0.15, -0.50, -0.75], [0.98, -0.64, 1.62], [1.23, -0.49, 2.55], [1.46, -1.47, 1.40], [1.06, 1.57, 0.26], [1.90, 1.27, -0.13], [0.74, 2.31, -0.24], [-1.37, 0.72, 1.12], [-1.50, 1.66, 0.96], [-1.87, 0.48, 1.93]],
  "lowdin_charge": [0.0246, 0.2467, -0.4104, -0.3573, -0.3959, -0.3033, 0.1057, 0.1444, 0.1626, 0.1212, 0.1547, 0.1271, 0.1059, 0.1184, 0.1556]
}



The records above give, respectively, relative energy (zero: lowest compared OMol25 entry of this formula, charge and spin) values of 25.8; 56.9; 72.0; 8.2; 163.7; 13.7 kcal/mol.
The records above give, respectively, E values of -7361.1382; -9336.5209; -21846.1193; -15129.4393; -11718.8572; -25667.6208 eV.